Entry one
# C4H9NO2

2 unconnected molecules or ions with the total composition C4H9NO2 (ωB97M-V with the def2-TZVPD basis set, the Open Molecules 2025 dataset).

XYZ file:
```
16
C4H9NO2 ωB97M-V with the def2-TZVPD basis set
N 1.66 -2.41 1.62
C 1.05 -1.44 0.94
O 0.77 -0.45 1.81
C 0.33 1.96 -0.16
C -0.84 1.36 -0.35
C -1.07 0.26 -1.35
O -2.22 0.62 -2.10
H 1.86 -2.36 2.62
H 1.96 -3.23 1.13
H 0.45 2.75 0.58
H 1.21 1.69 -0.74
H 0.35 0.25 1.28
H -1.71 1.65 0.23
H -0.17 0.15 -1.99
H -1.21 -0.69 -0.83
H -2.45 -0.12 -2.68
```

Values from the calculation:
E_LUMO: 1.0 eV
net charge: 0
orbital gap: 9.74 eV

These are the natural (NBO) partial charges, in e, on atoms 1 to 2: -0.820 0.247

***

Entry two
# C4H9NO2

C4H9NO2 in the gas phase (ωB97M-V with the def2-TZVPD basis set, the Open Molecules 2025 dataset).

XYZ file:
```
16
C4H9NO2 ωB97M-V with the def2-TZVPD basis set
N 1.88 0.42 0.99
C 1.14 -0.73 1.11
O 1.10 -1.39 2.13
C 0.38 -1.15 -0.14
C -1.06 -0.60 -0.20
C -1.20 0.70 -0.95
O -0.39 1.70 -0.35
H 2.23 0.78 1.87
H 1.53 1.10 0.33
H 0.93 -0.86 -1.05
H 0.34 -2.24 -0.10
H -1.71 -1.33 -0.70
H -1.45 -0.49 0.82
H -0.90 0.55 -2.00
H -2.26 1.02 -0.95
H -0.54 2.53 -0.81
```

Values from the calculation:
E_LUMO: 0.6 eV
structure (SMILES): NC(=O)CCCO
net charge: 0
orbital gap: 10.06 eV

These are the natural (NBO) partial charges, in e, on atoms 1 to 2: -0.832 0.682

***

Entry three
# C4H9NO2

2 unconnected molecules or ions with the total composition C4H9NO2 (ωB97M-V with the def2-TZVPD basis set, the Open Molecules 2025 dataset).

XYZ file:
```
16
C4H9NO2 ωB97M-V with the def2-TZVPD basis set
C -1.72 -0.12 1.37
C -1.70 -0.69 -0.04
N -0.70 -0.86 -0.83
C 0.57 -0.55 -0.28
O 0.90 -0.63 0.88
O 1.42 -0.19 -1.24
C 2.77 -0.04 -0.77
H -1.20 0.86 1.37
H -1.60 2.20 -0.72
H -2.75 0.03 1.66
H -1.34 -0.72 2.24
H -2.68 -0.91 -0.51
H -1.29 1.67 -1.14
H 3.38 0.09 -1.66
H 2.87 0.81 -0.10
H 3.07 -0.94 -0.23
```

Values from the calculation:
E_LUMO: 0.5 eV
structure (SMILES): C/C=N\C(=O)OC.[H][H]
net charge: 0
orbital gap: 10.47 eV

These are the natural (NBO) partial charges, in e, on atoms 1 to 2: -0.714 0.229

***

Which one is most stable, and which one is least stable? entry two is the most stable of them, while entry one is the least stable.

***

Entry one
# C4H9NO2

C4H9NO2 in the gas phase (ωB97M-V with the def2-TZVPD basis set, the Open Molecules 2025 dataset).

XYZ file:
```
16
C4H9NO2 ωB97M-V with the def2-TZVPD basis set
C 0.81 0.69 2.42
O 0.46 0.88 1.07
C 0.86 -0.20 0.25
C 0.32 0.07 -1.14
N -1.11 0.23 -1.09
C -2.07 -0.43 -1.70
O -1.64 -1.38 -2.57
H 0.34 -0.21 2.84
H 1.90 0.60 2.55
H 0.46 1.57 2.97
H 0.44 -1.14 0.63
H 1.96 -0.29 0.23
H 0.56 -0.75 -1.82
H 0.77 0.99 -1.54
H -1.47 0.89 -0.41
H -2.59 -1.54 -2.71
```

Values from the calculation:
E_LUMO: 0.9 eV
net charge: 0
orbital gap: 9.37 eV

These are the natural (NBO) partial charges, in e, on atoms 1 to 2: -0.246 -0.550

***

Entry two
# C4H9NO2

C4H9NO2 in the gas phase (ωB97M-V with the def2-TZVPD basis set, the Open Molecules 2025 dataset).

XYZ file:
```
16
C4H9NO2 ωB97M-V with the def2-TZVPD basis set
C 1.77 -0.21 0.65
C 0.26 -0.06 0.42
C -0.19 1.39 0.40
O -1.58 1.54 0.57
N -0.11 -0.71 -0.82
C -1.40 -1.24 -1.21
O -2.48 -0.82 -0.84
H 2.09 -1.25 0.61
H 2.03 0.19 1.64
H 2.34 0.36 -0.09
H -0.29 -0.58 1.21
H 0.29 1.92 1.22
H 0.17 1.84 -0.54
H -2.04 0.88 0.02
H 0.49 -0.55 -1.63
H -0.66 -2.10 -1.30
```

Values from the calculation:
E_LUMO: 0.8 eV
structure (SMILES): C[C@@H](CO)NC=O
net charge: 0
orbital gap: 10.28 eV

These are the natural (NBO) partial charges, in e, on atoms 1 to 2: -0.611 -0.091

***

Entry three
# C4H9NO2

A molecular structure, C4H9NO2 (ωB97M-V with the def2-TZVPD basis set, the Open Molecules 2025 dataset).

XYZ file:
```
16
C4H9NO2 ωB97M-V with the def2-TZVPD basis set
C 2.08 0.25 -0.22
O 1.32 -0.34 0.81
C 0.10 0.30 1.06
C -0.95 0.04 -0.08
N -2.07 0.81 0.13
O -1.73 1.98 -0.28
C -1.19 -1.43 -0.30
H 3.05 -0.26 -0.22
H 1.60 0.13 -1.20
H 2.24 1.32 -0.03
H 0.24 1.38 1.22
H -0.28 -0.16 1.98
H -0.70 1.37 -0.72
H -1.65 -1.90 0.58
H -0.23 -1.93 -0.48
H -1.84 -1.60 -1.16
```

Values from the calculation:
E_LUMO (alpha / beta): -0.6 / -0.6 eV
net charge: 0
orbital gap (alpha / beta): 8.42 / 8.42 eV

These are the natural (NBO) partial charges, in e, on atoms 1 to 2: -0.258 -0.523

***

Entry four
# C4H9NO2

2 unconnected molecules or ions with the total composition C4H9NO2 (ωB97M-V with the def2-TZVPD basis set, the Open Molecules 2025 dataset).

XYZ file:
```
16
C4H9NO2 ωB97M-V with the def2-TZVPD basis set
C -0.50 0.50 1.63
O -1.31 1.52 1.59
C 0.35 0.60 0.33
C 1.59 -0.22 0.33
C 0.38 -0.57 -0.65
N 0.66 -0.10 -2.00
O -0.25 -1.62 -0.43
H -0.97 -0.51 1.60
H 0.19 0.53 2.49
H -3.18 0.18 -0.35
H 0.35 1.57 -0.16
H -2.57 -0.24 -0.32
H 2.47 0.15 -0.17
H 1.69 -0.96 1.11
H -0.20 -0.12 -2.53
H 1.31 -0.71 -2.47
```

Values from the calculation:
E_LUMO: -3.3 eV
net charge: 0
orbital gap: 5.48 eV

These are the natural (NBO) partial charges, in e, on atoms 1 to 2: -0.043 -0.497

***

Which one is most stable, and which one is least stable? entry one is the most stable of them, while entry four is the least stable.

***

Entry one
# C4H9NO2

2 unconnected molecules or ions with the total composition C4H9NO2 (ωB97M-V with the def2-TZVPD basis set, the Open Molecules 2025 dataset).

XYZ file:
```
16
C4H9NO2 ωB97M-V with the def2-TZVPD basis set
C -0.85 -0.97 -0.47
C -0.68 1.59 0.64
O -1.69 -1.62 0.44
N -0.66 2.50 -0.24
H -1.11 -1.93 1.17
H -1.47 3.11 -0.19
H -1.38 -0.18 -0.99
H -0.49 -1.66 -1.24
H -1.47 1.34 1.36
C 1.78 -0.39 -0.61
C 0.65 -0.61 0.35
O 0.75 -1.26 1.39
H 0.36 1.03 0.90
H 2.32 0.51 -0.30
H 2.47 -1.24 -0.57
H 1.45 -0.22 -1.63
```

Values from the calculation:
E_LUMO: 0.4 eV
structure (SMILES): CC(=O)CO.C=N
net charge: 0
orbital gap: 10.04 eV

These are the natural (NBO) partial charges, in e, on atoms 1 to 2: -0.135 0.000

***

Entry two
# C4H9NO2

2 unconnected molecules or ions with the total composition C4H9NO2 (ωB97M-V with the def2-TZVPD basis set, the Open Molecules 2025 dataset).

XYZ file:
```
16
C4H9NO2 ωB97M-V with the def2-TZVPD basis set
N 1.29 3.09 0.21
C 0.75 1.87 0.07
O 0.91 1.20 1.22
C -1.17 -1.07 1.24
C -0.32 -1.50 0.32
C -0.47 -1.23 -1.15
O -0.52 -2.48 -1.82
H 1.72 3.40 1.08
H 1.24 3.74 -0.56
H -1.01 -1.22 2.31
H -2.06 -0.52 0.95
H 0.46 0.34 1.10
H 0.58 -2.04 0.61
H -1.38 -0.64 -1.32
H 0.38 -0.62 -1.50
H -0.41 -2.32 -2.76
```

Values from the calculation:
E_LUMO: 1.0 eV
net charge: 0
orbital gap: 9.59 eV

These are the natural (NBO) partial charges, in e, on atoms 1 to 2: -0.821 0.243

***

Entry three
# C4H9NO2

2 unconnected molecules or ions with the total composition C4H9NO2 (ωB97M-V with the def2-TZVPD basis set, the Open Molecules 2025 dataset).

XYZ file:
```
16
C4H9NO2 ωB97M-V with the def2-TZVPD basis set
C -2.59 0.42 0.18
C -0.38 -0.44 1.03
C -1.25 0.55 0.83
O -0.60 -1.73 0.61
H 0.12 -2.28 0.96
H 0.58 -0.30 1.51
H -0.98 1.54 1.19
H -3.37 0.69 0.90
H -2.65 1.10 -0.67
H -2.79 -0.59 -0.18
N 2.57 -0.44 -1.25
C 2.07 0.77 -0.89
O 2.59 1.49 -0.07
H 3.44 -0.74 -0.83
H 2.11 -1.05 -1.91
H 1.12 1.01 -1.41
```

Values from the calculation:
E_LUMO: 0.6 eV
structure (SMILES): C/C=C\O.NC=O
net charge: 0
orbital gap: 9.19 eV

These are the natural (NBO) partial charges, in e, on atoms 1 to 2: -0.647 0.113

***

Which one is most stable, and which one is least stable? entry three is the most stable of them, while entry one is the least stable.

***

Entry one
# C4H9NO2

C4H9NO2 in the gas phase (ωB97M-V with the def2-TZVPD basis set, the Open Molecules 2025 dataset).

XYZ file:
```
16
C4H9NO2 ωB97M-V with the def2-TZVPD basis set
O -1.47 -2.32 0.76
C -0.27 -1.80 0.80
C 0.33 -0.77 -0.30
C -0.27 0.57 -0.22
C -0.50 1.35 1.16
O 0.48 1.33 -1.14
N 0.42 -1.09 -1.72
H 0.47 -2.22 1.50
H 1.32 -0.65 0.12
H -1.26 0.46 -0.62
H -0.86 2.36 0.93
H -1.45 0.91 1.71
H 0.39 1.12 1.71
H 1.23 1.68 -0.62
H 0.00 -0.35 -2.27
H 1.45 -0.57 -1.79
```

Values from the calculation:
E_LUMO: 0.3 eV
structure (SMILES): C[C@@H](O)[C@H](N)C=O
net charge: 0
orbital gap: 9.99 eV

These are the natural (NBO) partial charges, in e, on atoms 1 to 2: -0.512 0.407

***

Entry two
# C4H9NO2

C4H9NO2 in the gas phase (ωB97M-V with the def2-TZVPD basis set, the Open Molecules 2025 dataset).

XYZ file:
```
16
C4H9NO2 ωB97M-V with the def2-TZVPD basis set
C 2.17 -0.23 -1.44
N 0.93 0.18 -0.82
C 0.99 0.65 0.35
O -0.07 1.00 1.09
C -1.38 0.81 0.52
C -1.84 -0.64 0.61
O -1.02 -1.56 -0.04
H 2.23 -1.32 -1.42
H 2.18 0.08 -2.49
H 3.07 0.18 -0.95
H 1.91 0.82 0.92
H -2.04 1.45 1.11
H -1.37 1.16 -0.52
H -1.90 -0.92 1.67
H -2.87 -0.67 0.21
H -0.47 -1.07 -0.67
```

Values from the calculation:
E_LUMO: 1.0 eV
structure (SMILES): C/N=C/OCCO
net charge: 0
orbital gap: 10.63 eV

These are the natural (NBO) partial charges, in e, on atoms 1 to 2: -0.422 -0.554

***

Entry three
# C4H9NO2

2 unconnected molecules or ions with the total composition C4H9NO2 (ωB97M-V with the def2-TZVPD basis set, the Open Molecules 2025 dataset).

XYZ file:
```
16
C4H9NO2 ωB97M-V with the def2-TZVPD basis set
C -2.31 -0.03 -0.72
N -1.33 -0.76 -1.44
C -0.45 -1.34 -1.94
O 1.54 -1.09 -0.09
C 1.62 0.33 -0.02
C 1.08 0.74 1.35
O -0.16 0.10 1.59
H -1.85 0.30 0.22
H -2.62 0.82 -1.32
H -3.16 -0.68 -0.52
H 1.21 -1.35 -0.98
H 2.67 0.66 -0.13
H 1.03 0.80 -0.81
H 1.80 0.48 2.13
H 0.91 1.82 1.38
H 0.00 -0.81 1.28
```

Values from the calculation:
E_LUMO: 0.9 eV
net charge: 0
orbital gap: 11.16 eV

These are the natural (NBO) partial charges, in e, on atoms 1 to 2: -0.454 -0.474

***

Which one is most stable, and which one is least stable? entry two is the most stable of them, while entry one is the least stable.

***

Entry one
# C4H9N

C4H9N in the gas phase (ωB97M-V with the def2-TZVPD basis set, the Open Molecules 2025 dataset).

XYZ file:
```
14
C4H9N ωB97M-V with the def2-TZVPD basis set
C 0.70 -0.10 -1.75
C 0.93 -0.06 -0.28
C 0.23 0.54 1.90
N -0.01 0.11 0.65
C -1.40 -0.24 0.33
H 1.69 -0.21 -2.23
H 0.10 -0.96 -2.10
H 0.25 0.81 -2.16
H 1.95 -0.01 0.10
H 1.25 0.83 2.12
H -0.46 0.25 2.68
H -1.45 -1.30 0.11
H -2.03 0.01 1.18
H -1.75 0.33 -0.54
```

Values from the calculation:
E_LUMO: 1.0 eV
net charge: 0
orbital gap: 7.38 eV

These are the natural (NBO) partial charges, in e, on atoms 1 to 2: -0.660 -0.128

***

Entry two
# C4H9N

C4H9N in the gas phase (ωB97M-V with the def2-TZVPD basis set, the Open Molecules 2025 dataset).

XYZ file:
```
14
C4H9N ωB97M-V with the def2-TZVPD basis set
C 0.43 2.27 1.17
C -0.16 1.56 0.21
N 0.20 0.30 -0.19
C -0.53 -0.82 -0.81
C -0.07 -2.12 -0.20
H 0.07 3.28 1.24
H 1.40 2.03 1.58
H -0.92 2.06 -0.39
H 1.18 0.09 -0.11
H -0.37 -0.75 -1.89
H -1.58 -0.61 -0.63
H -0.77 -2.95 -0.23
H 0.20 -1.96 0.85
H 0.92 -2.39 -0.60
```

Values from the calculation:
E_LUMO: 1.2 eV
structure (SMILES): C=CNCC
net charge: 0
orbital gap: 9.02 eV

These are the natural (NBO) partial charges, in e, on atoms 1 to 2: -0.523 0.026

***

Which one is most stable, and which one is least stable? entry two is the most stable of them, while entry one is the least stable.